Record 1
ORCA calculation (the ωB97M-V functional and the def2-TZVPD basis) on 9 unconnected molecules or ions with the total composition C54H120N9O9.

Element x y z (Å)
C 8.617 12.152 17.975
C 9.196 11.164 18.972
C 10.700 10.948 18.755
C 10.941 10.560 17.319
N 12.095 9.557 16.882
C 13.468 10.011 17.410
C 14.304 8.817 17.287
C 13.416 7.679 17.803
C 11.953 8.183 17.579
C 12.124 9.501 15.394
H 7.700 12.632 18.289
H 8.361 11.674 17.025
H 9.372 12.893 17.796
H 8.650 10.233 18.810
H 9.001 11.435 20.014
H 11.063 10.167 19.400
H 11.201 11.821 19.115
H 11.071 11.426 16.654
H 10.042 10.051 16.958
H 13.864 10.867 16.825
H 13.251 10.296 18.426
H 14.688 8.700 16.282
H 15.167 8.898 17.929
H 13.558 6.797 17.214
H 13.471 7.368 18.867
H 11.317 7.594 16.947
H 11.425 8.347 18.542
H 12.188 10.513 14.988
H 11.261 8.870 15.104
H 13.059 9.094 15.007
C 8.652 18.500 16.203
C 9.615 18.433 15.010
C 9.378 17.249 14.016
C 9.536 15.900 14.759
N 9.342 14.702 13.849
C 9.862 13.468 14.560
C 10.108 12.512 13.447
C 10.518 13.352 12.236
C 10.133 14.769 12.590
C 7.961 14.526 13.520
H 8.790 19.445 16.657
H 8.883 17.682 16.896
H 7.613 18.439 15.874
H 10.712 18.408 15.262
H 9.447 19.331 14.408
H 10.182 17.373 13.299
H 8.410 17.311 13.507
H 8.962 15.635 15.633
H 10.594 15.782 15.001
H 9.121 13.116 15.280
H 10.697 13.754 15.188
H 9.187 11.946 13.213
H 10.924 11.812 13.719
H 9.996 12.960 11.361
H 11.624 13.357 12.143
H 9.650 15.429 11.858
H 11.079 15.312 12.887
H 7.380 14.425 14.420
H 7.865 13.676 12.823
H 7.572 15.398 12.984
C 18.806 16.752 13.107
C 18.371 17.818 12.067
C 18.094 19.185 12.707
C 16.850 19.120 13.543
N 16.170 20.516 13.776
C 15.032 20.406 14.776
C 13.897 21.243 14.234
C 14.099 21.076 12.693
C 15.601 21.092 12.528
C 17.180 21.399 14.400
H 19.880 16.825 13.222
H 18.429 15.744 12.857
H 18.382 16.943 14.136
H 17.466 17.540 11.539
H 19.168 17.934 11.344
H 18.005 19.957 11.895
H 19.006 19.356 13.200
H 17.072 18.771 14.514
H 16.047 18.627 13.053
H 15.328 20.693 15.773
H 14.738 19.386 14.869
H 14.105 22.294 14.505
H 12.931 20.977 14.632
H 13.611 21.827 12.115
H 13.729 20.114 12.350
H 15.943 22.153 12.502
H 15.907 20.540 11.636
H 16.640 22.268 14.833
H 17.847 21.868 13.666
H 17.648 20.880 15.219
C 13.530 21.082 18.362
C 12.284 20.155 18.164
C 12.529 18.603 18.023
C 13.793 18.132 18.763
N 13.900 16.650 18.949
C 15.260 16.171 19.335
C 15.261 14.696 19.077
C 14.360 14.537 17.813
C 13.663 15.893 17.686
C 12.889 16.172 19.968
H 13.683 21.463 19.374
H 13.479 21.935 17.693
H 14.438 20.494 18.062
H 11.690 20.520 17.325
H 11.669 20.227 19.063
H 12.573 18.367 16.963
H 11.588 18.110 18.371
H 13.704 18.544 19.741
H 14.771 18.544 18.402
H 15.464 16.449 20.407
H 15.901 16.707 18.628
H 14.759 14.137 19.876
H 16.276 14.282 18.917
H 13.591 13.814 17.984
H 14.873 14.219 16.901
H 12.555 15.788 17.605
H 14.033 16.533 16.888
H 13.336 16.342 20.908
H 12.589 15.126 19.938
H 11.992 16.782 19.919
C 14.154 12.163 10.256
C 14.245 13.233 9.173
C 13.749 14.500 9.607
C 13.919 15.567 8.569
N 13.739 16.917 9.133
C 12.374 17.013 9.779
C 12.128 18.467 10.015
C 12.727 19.067 8.729
C 13.626 17.979 8.114
C 14.815 17.242 10.143
H 14.765 12.407 11.148
H 14.542 11.164 9.996
H 13.130 12.071 10.641
H 13.726 12.942 8.255
H 15.296 13.470 8.938
H 14.200 14.740 10.550
H 12.641 14.404 9.770
H 13.181 15.444 7.745
H 14.899 15.516 8.160
H 12.211 16.370 10.649
H 11.656 16.713 8.990
H 12.739 18.788 10.838
H 11.060 18.648 10.285
H 13.262 20.002 8.961
H 12.000 19.349 7.981
H 14.615 18.384 7.955
H 13.247 17.500 7.191
H 15.680 16.762 9.696
H 14.608 16.807 11.117
H 15.045 18.336 10.168
C 22.414 8.785 10.471
C 20.955 8.294 10.457
C 20.115 8.870 11.615
C 19.897 10.393 11.586
N 18.667 10.888 12.319
C 18.702 12.375 12.449
C 17.746 12.684 13.580
C 17.894 11.481 14.525
C 18.592 10.369 13.710
C 17.346 10.485 11.629
H 22.482 9.865 10.486
H 22.876 8.495 9.522
H 22.894 8.366 11.341
H 20.837 7.185 10.632
H 20.405 8.588 9.580
H 20.679 8.440 12.433
H 19.192 8.324 11.537
H 19.834 10.652 10.559
H 20.691 10.947 12.042
H 18.422 12.769 11.479
H 19.717 12.743 12.669
H 16.694 12.644 13.260
H 17.901 13.605 14.164
H 16.931 11.052 14.813
H 18.539 11.710 15.376
H 18.109 9.417 13.700
H 19.569 10.112 14.088
H 17.213 11.109 10.717
H 16.529 10.685 12.355
H 17.389 9.417 11.258
N 17.463 18.038 16.613
O 18.015 19.162 16.434
O 16.251 17.961 17.172
O 18.030 16.995 16.255
N 14.165 10.844 13.646
O 14.165 12.013 14.232
O 13.171 10.431 12.902
O 15.120 10.027 13.795
N 13.028 16.461 13.712
O 12.989 17.763 13.574
O 12.904 15.922 14.868
O 13.087 15.701 12.655

## Properties
E_HOMO (eV): -13.938
Net charge: +3
LUMO (eV): -5.1193
Calculated total energy (Ha): -3298.1754
Relative energy (zero: lowest compared OMol25 entry of this formula, charge and spin) (kcal/mol): 18.4

---

Record 2
ORCA calculation (the ωB97M-V functional and the def2-TZVPD basis) on 8 unconnected molecules or ions with the total composition C54H122N6O2.

Element x y z (Å)
C 0.949 2.868 0.033
C 1.054 1.487 -0.657
C 0.990 1.584 -2.269
O 2.048 0.613 -0.061
H 0.084 3.384 -0.383
H 1.879 3.436 0.027
H 0.717 2.803 1.096
H 0.077 1.147 -0.314
H 0.970 0.562 -2.649
H 1.830 2.010 -2.817
H 0.032 1.998 -2.585
C 2.905 6.638 4.892
C 3.576 7.873 4.172
C 3.034 9.227 4.661
O 4.989 7.908 4.271
H 1.901 6.425 4.524
H 2.748 6.870 5.946
H 3.540 5.758 4.796
H 3.319 7.673 3.132
H 1.975 9.432 4.504
H 3.565 10.090 4.260
H 3.015 9.182 5.750
C -0.746 7.677 -0.813
C -1.575 7.633 -2.055
C -3.145 7.474 -1.771
N -4.007 7.126 -3.022
C -3.827 8.237 -4.068
C -5.504 6.926 -2.594
C -6.209 5.898 -3.498
C -5.147 5.422 -4.481
C -3.816 5.729 -3.737
H 0.288 7.504 -1.110
H -0.992 6.988 -0.004
H -0.866 8.595 -0.237
H -1.235 6.764 -2.619
H -1.335 8.561 -2.574
H -3.687 8.320 -1.347
H -3.451 6.685 -1.085
H -4.256 9.149 -3.653
H -4.453 7.946 -4.911
H -2.757 8.347 -4.244
H -5.982 7.905 -2.568
H -5.501 6.674 -1.534
H -7.124 6.214 -3.999
H -6.396 5.074 -2.809
H -5.152 5.958 -5.430
H -5.128 4.365 -4.749
H -2.870 5.662 -4.275
H -3.638 5.002 -2.944
C 2.166 -6.134 3.963
C 1.322 -4.979 4.551
C 2.068 -3.721 4.771
N 1.217 -2.549 5.299
C 0.651 -2.856 6.744
C 2.026 -1.227 5.250
C 0.966 -0.159 5.419
C -0.307 -0.747 4.719
C -0.001 -2.156 4.372
H 2.615 -5.764 3.042
H 1.761 -7.136 3.815
H 2.963 -6.272 4.693
H 1.021 -5.379 5.519
H 0.366 -4.787 4.064
H 2.366 -3.330 3.798
H 2.985 -3.813 5.354
H 1.473 -3.133 7.404
H 0.001 -3.718 6.595
H 0.149 -1.987 7.168
H 2.830 -1.136 5.980
H 2.450 -1.115 4.253
H 0.709 0.073 6.453
H 1.220 0.790 4.946
H -1.131 -0.760 5.432
H -0.643 -0.174 3.856
H -0.851 -2.833 4.285
H 0.455 -2.296 3.392
C -6.834 -7.442 -3.774
C -5.778 -6.471 -3.064
C -4.344 -7.066 -3.275
N -3.306 -6.698 -2.208
C -3.622 -7.268 -0.808
C -3.175 -5.117 -2.117
C -1.750 -4.978 -1.470
C -0.991 -6.196 -1.989
C -1.928 -7.171 -2.727
H -7.838 -7.030 -3.865
H -6.913 -8.307 -3.115
H -6.553 -7.787 -4.770
H -6.028 -6.427 -2.004
H -5.930 -5.432 -3.356
H -3.991 -6.803 -4.272
H -4.382 -8.142 -3.106
H -2.736 -7.174 -0.181
H -3.753 -8.321 -1.059
H -4.565 -6.873 -0.430
H -3.790 -4.679 -1.332
H -3.296 -4.795 -3.152
H -1.769 -5.132 -0.391
H -1.203 -4.076 -1.744
H -0.450 -6.799 -1.260
H -0.304 -5.904 -2.783
H -1.829 -8.192 -2.360
H -1.908 -7.052 -3.811
C 6.407 4.382 -3.297
C 6.341 4.155 -1.791
C 7.556 3.420 -1.209
N 7.651 3.328 0.347
C 7.876 4.740 0.886
C 6.480 2.593 0.908
C 7.068 2.148 2.235
C 8.554 1.912 2.079
C 8.860 2.358 0.685
H 6.403 3.378 -3.721
H 7.257 4.957 -3.661
H 5.564 5.000 -3.608
H 5.392 3.653 -1.597
H 6.345 5.134 -1.312
H 8.499 3.764 -1.636
H 7.593 2.414 -1.626
H 6.920 5.263 0.853
H 8.653 5.355 0.432
H 8.106 4.669 1.949
H 5.613 3.250 0.841
H 6.374 1.751 0.224
H 6.814 2.866 3.014
H 6.530 1.256 2.558
H 9.190 2.594 2.642
H 8.792 0.851 2.156
H 9.749 2.984 0.609
H 8.882 1.531 -0.025
C -5.816 0.217 0.910
C -7.308 0.172 0.511
C -8.136 -0.524 1.648
N -9.434 -1.218 1.093
C -10.424 -0.125 0.647
C -10.071 -2.155 2.171
C -10.816 -3.195 1.312
C -10.118 -3.398 0.015
C -9.103 -2.275 -0.016
H -5.422 -0.715 1.317
H -5.560 0.987 1.637
H -5.149 0.389 0.065
H -7.364 -0.179 -0.519
H -7.637 1.211 0.541
H -8.377 0.240 2.387
H -7.519 -1.302 2.098
H -10.651 0.370 1.592
H -11.215 -0.741 0.219
H -9.892 0.550 -0.023
H -10.583 -1.618 2.969
H -9.230 -2.728 2.563
H -11.846 -2.895 1.121
H -10.816 -4.118 1.893
H -10.767 -3.406 -0.860
H -9.461 -4.268 0.003
H -9.081 -1.701 -0.942
H -8.122 -2.724 0.139
C 4.641 -1.997 -5.076
C 4.924 -3.101 -4.101
C 5.840 -2.632 -2.960
N 6.045 -3.623 -1.790
C 4.669 -4.244 -1.329
C 6.656 -2.977 -0.526
C 7.240 -4.177 0.274
C 7.760 -5.130 -0.859
C 7.060 -4.731 -2.166
H 3.722 -2.312 -5.570
H 5.475 -1.916 -5.773
H 4.524 -1.075 -4.507
H 5.419 -3.971 -4.532
H 3.893 -3.340 -3.843
H 5.468 -1.742 -2.453
H 6.793 -2.247 -3.324
H 4.839 -4.876 -0.457
H 4.334 -4.813 -2.196
H 4.063 -3.387 -1.035
H 5.797 -2.411 -0.168
H 7.450 -2.287 -0.812
H 6.541 -4.586 1.003
H 8.102 -3.920 0.891
H 7.574 -6.171 -0.596
H 8.849 -5.100 -0.861
H 6.458 -5.520 -2.617
H 7.755 -4.446 -2.955

## Properties
E_HOMO (eV): -8.261
Net charge: +4
LUMO (eV): -7.3151
Calculated total energy (Ha): -2607.9924
Relative energy (zero: lowest compared OMol25 entry of this formula, charge and spin) (kcal/mol): 68.7